1.
CH5N3S | the ωB97M-V functional and the def2-TZVPD basis

Calculated values
DFT total energy ... -603.4553 hartree
SMILES string ... CS/N=N/N

```
10
Properties=species:S:1:pos:R:3:lowdin_charge:R:1
C 1.7653 0.5175 0.0250 -0.40
N -2.1746 -1.0920 -0.0261 -0.03
N -0.8983 -0.6466 -0.0906 -0.16
N 0.0057 -1.5922 -0.0629 -0.44
S 1.5703 -1.2361 0.1584 0.81
H 2.7798 0.7022 0.2330 0.02
H 0.9256 0.9300 0.4862 0.00
H 1.5629 0.7536 -0.9693 0.01
H -2.8247 -0.5713 0.5140 0.06
H -2.4680 -2.1023 0.0493 0.11
```



2.
C3H35O15 | the ωB97M-V functional and the def2-TZVPD basis

Calculated values
DFT total energy ... -1263.9621 hartree
Charge ... -1

```
53
Properties=species:S:1:pos:R:3:lowdin_charge:R:1
C 0.1660 17.4740 29.3140 -0.03
C -0.7910 17.7930 28.2050 -0.52
C -1.4350 19.1390 28.2140 -0.06
O 0.0560 17.7580 27.0790 -0.35
H 0.4380 16.4290 29.3170 0.06
H -0.3750 17.5410 30.2380 0.08
H 1.0440 18.1460 29.3480 0.08
H -1.4660 16.9550 28.0420 0.12
H -2.1230 19.1280 27.4280 0.04
H -0.8560 20.0710 27.9960 0.10
H -1.9040 19.1680 29.2080 0.09
O -2.4500 21.4410 26.2570 -0.04
H -1.6380 21.8810 26.4010 -0.03
H -2.6940 21.1540 27.1370 0.03
O -4.0820 17.4550 29.0170 -0.01
H -4.9340 17.2920 28.6290 0.05
H -3.7960 18.2950 28.7000 0.01
O 1.0290 13.8690 31.7730 -0.05
H 0.3890 14.0690 31.0980 -0.02
H 0.6290 13.7560 32.6200 0.02
O 1.7490 20.2080 27.1800 -0.06
H 2.2400 19.8830 26.3940 0.07
H 1.1050 19.5060 27.2330 -0.01
O 0.1740 22.2920 26.3690 -0.05
H 0.6180 21.5320 26.7200 -0.03
H 0.1950 22.2320 25.4190 0.05
O -1.0620 19.0230 25.1330 -0.09
H -1.5060 19.7810 25.5770 -0.01
H -0.7860 18.5320 25.9300 -0.04
O -4.1760 16.6050 25.7630 -0.06
H -3.5830 16.0460 26.2760 -0.03
H -4.3050 17.4140 26.2480 -0.01
O -2.6690 14.6190 26.9810 -0.09
H -2.9420 14.6090 27.9230 -0.01
H -1.7300 14.8510 26.8790 -0.01
O -3.2590 14.8150 29.5540 -0.03
H -2.3460 14.5590 29.6550 0.01
H -3.3710 15.7360 29.4280 -0.02
O 0.8040 16.7790 23.6450 -0.07
H 1.4330 16.0550 23.7420 0.03
H 0.9600 17.3060 24.4660 0.02
O 3.3990 17.4690 29.0450 -0.03
H 2.4950 17.8230 29.0600 0.00
H 3.3220 16.5520 29.0400 0.01
O 0.0060 15.2920 26.7300 -0.06
H -0.0820 15.2190 25.7860 0.04
H 0.0340 16.2410 26.9160 -0.05
O 2.6230 17.6240 26.1430 -0.08
H 3.2360 17.5130 26.8710 0.01
H 1.6870 17.5950 26.4460 0.00
O -0.5270 13.9210 29.3370 -0.02
H 0.0890 14.5110 28.9330 0.01
H -0.0490 13.1050 29.1810 0.08
```



3.
C24H71HgO12 | the ωB97M-V functional and the def2-TZVPD basis

Calculated values
DFT total energy ... -2012.8737 hartree
Charge ... +1

```
108
Properties=species:S:1:pos:R:3:lowdin_charge:R:1
Hg -0.7423 0.6551 -3.4175 1.37
C 0.6130 -0.6578 0.1022 -0.07
C 0.8059 0.5251 -0.8201 -0.35
O -0.4505 0.9856 -1.3627 -0.45
H 1.5573 -0.7874 0.6410 0.09
H 0.4208 -1.5748 -0.4557 0.06
H -0.1652 -0.5151 0.8513 0.06
H 1.5129 0.2357 -1.6115 0.08
H 1.3092 1.3970 -0.3836 0.10
C 0.3834 -5.4620 0.2955 -0.06
C -0.9482 -4.8356 -0.0456 -0.35
O -1.9683 -5.3082 0.8174 -0.09
H 1.1263 -5.0348 -0.3778 0.05
H 0.3989 -6.5467 0.2302 0.09
H 0.6718 -5.1936 1.3140 0.07
H -1.2408 -5.1796 -1.0539 0.11
H -0.9392 -3.7377 -0.0611 0.09
H -2.6954 -4.6718 0.8618 0.03
C -0.3122 -3.7821 3.7109 -0.08
C 0.2393 -2.4002 3.4530 -0.33
O 1.0534 -2.0685 4.5677 -0.08
H -0.9473 -3.8211 4.5946 0.08
H 0.5279 -4.4661 3.8330 0.08
H -0.9220 -4.1448 2.8794 0.05
H -0.5544 -1.6405 3.3788 0.08
H 0.8050 -2.3214 2.5139 0.10
H 1.3905 -1.1673 4.4465 0.03
C 5.6124 -0.9893 -3.4158 -0.08
C 4.1610 -0.6082 -3.2858 -0.32
O 3.4773 -1.1259 -4.4495 -0.10
H 5.7736 -2.0579 -3.5429 0.08
H 6.1773 -0.6652 -2.5395 0.08
H 6.0405 -0.4525 -4.2615 0.08
H 4.0763 0.4850 -3.3689 0.11
H 3.6842 -0.8611 -2.3331 0.10
H 2.5758 -0.8038 -4.3637 0.05
C -4.0358 -1.8562 -2.4074 -0.06
C -2.5942 -1.7467 -1.9670 -0.25
O -1.7044 -1.4379 -3.0789 -0.19
H -4.2665 -2.8017 -2.8971 0.09
H -4.3636 -0.9874 -2.9792 0.08
H -4.6615 -1.8353 -1.5119 0.07
H -2.2687 -2.6587 -1.4687 0.10
H -2.4968 -0.9244 -1.2575 0.10
H -1.5744 -2.2227 -3.6236 0.11
C 1.2262 4.2787 -2.8464 -0.07
C -0.0213 4.0098 -3.6486 -0.22
O -0.0030 2.6381 -4.1812 -0.20
H 1.0947 5.2376 -2.3416 0.09
H 2.1098 4.4302 -3.4724 0.09
H 1.4360 3.4931 -2.1262 0.07
H -0.1426 4.6963 -4.4855 0.13
H -0.9025 4.1199 -3.0201 0.10
H 0.4620 2.6788 -5.0246 0.11
C -3.3744 -1.9141 2.4372 -0.07
C -4.3744 -2.1484 1.3290 -0.27
O -4.0967 -3.4374 0.7467 -0.10
H -3.4239 -2.7339 3.1551 0.09
H -3.6485 -1.0012 2.9641 0.07
H -2.3595 -1.8755 2.0430 0.06
H -4.3348 -1.3317 0.6038 0.09
H -5.3715 -2.2672 1.7602 0.12
H -4.8794 -3.7833 0.3093 0.10
C -1.9174 5.6637 -0.4707 -0.07
C -1.8348 4.2245 -0.0214 -0.26
O -0.5020 3.7415 -0.3234 -0.13
H -1.6486 5.7643 -1.5272 0.06
H -1.2789 6.3374 0.1004 0.08
H -2.9262 6.0792 -0.4138 0.08
H -2.5311 3.5765 -0.5514 0.12
H -1.9438 4.2034 1.0640 0.10
H -0.5544 2.8352 -0.6526 0.03
C -3.2508 2.0100 2.7138 -0.07
C -2.0687 1.2973 2.1029 -0.33
O -2.4008 0.8864 0.7778 -0.10
H -3.1187 2.2372 3.7693 0.08
H -4.1650 1.4260 2.5971 0.08
H -3.4158 2.9224 2.1369 0.06
H -1.8160 0.4290 2.7298 0.08
H -1.1300 1.8648 2.1164 0.11
H -1.6169 0.9221 0.2144 0.01
C 1.1353 2.4586 4.5115 -0.07
C 1.7944 1.4154 3.6338 -0.29
O 2.3768 0.3668 4.4184 -0.08
H 0.2016 2.0919 4.9420 0.08
H 0.8998 3.3619 3.9409 0.06
H 1.7619 2.7697 5.3490 0.08
H 2.5957 1.8544 3.0318 0.10
H 1.0505 1.0055 2.9470 0.09
H 3.2489 0.6664 4.6867 0.10
C 3.3867 4.9498 2.2146 -0.07
C 2.3499 4.3648 1.2705 -0.33
O 1.0857 4.8682 1.6823 -0.09
H 4.3861 4.8454 1.7949 0.08
H 3.3038 4.4098 3.1608 0.06
H 3.1703 5.9895 2.4499 0.08
H 2.4051 3.2678 1.2860 0.09
H 2.5263 4.6721 0.2307 0.10
H 0.4598 4.6038 0.9916 0.03
C 1.4920 -3.2813 -2.4581 -0.09
C 2.0754 -3.8612 -3.7411 -0.30
O 2.0366 -5.2891 -3.6708 -0.07
H 2.1738 -3.3799 -1.6144 0.08
H 0.5181 -3.7158 -2.2339 0.06
H 1.3939 -2.1960 -2.6117 0.04
H 3.1110 -3.5336 -3.8047 0.10
H 1.4685 -3.5289 -4.5877 0.11
H 1.7736 -5.6180 -4.5335 0.08
```



4.
C4H26BO21 | the ωB97M-V functional and the def2-TZVPD basis

Calculated values
DFT total energy ... -1773.2800 hartree
Charge ... -1

```
52
Properties=species:S:1:pos:R:3:lowdin_charge:R:1
O 1.9601 2.8571 -1.4028 0.15
C 1.0911 2.1562 -0.9658 -0.35
O 0.9911 0.8590 -1.0544 0.23
B -0.1666 0.3516 -0.2983 -0.86
O -0.9350 1.5669 -0.0003 0.20
C -0.1767 2.6427 -0.2284 -0.34
O -0.5118 3.7747 -0.0594 0.17
O 0.3438 -0.4127 0.8637 0.22
C -0.3303 -1.5403 0.8950 -0.38
O -0.2695 -2.3399 1.7891 0.15
C -1.2372 -1.6484 -0.3287 -0.38
O -1.0547 -0.5755 -1.0817 0.23
O -1.9002 -2.6107 -0.5625 0.15
O -0.2135 5.0413 -2.9400 -0.06
H 0.5132 4.4642 -3.2089 0.02
H 0.0501 5.3720 -2.0736 0.03
O 2.6783 0.1608 2.4222 -0.05
H 2.3581 0.9055 2.9422 0.04
H 1.8751 -0.2880 2.1199 0.01
O -0.2133 -1.2305 -4.4712 -0.06
H -0.0997 -1.6266 -3.5963 0.00
H -0.2251 -1.9793 -5.0752 0.03
O 3.2037 3.1201 -3.8544 -0.08
H 3.4661 2.1998 -3.9482 0.02
H 2.9135 3.1935 -2.9224 -0.01
O 4.3414 0.4304 -1.0241 -0.05
H 4.7887 -0.2135 -0.4641 0.04
H 3.4030 0.2368 -0.9104 0.01
O -2.8102 -1.3530 3.0884 -0.04
H -3.6653 -1.6629 3.4061 0.07
H -2.4332 -2.1023 2.6038 0.04
O -1.3812 -5.4399 -0.8211 -0.07
H -1.6069 -5.4861 -1.7546 0.03
H -1.6154 -4.5324 -0.5605 -0.01
O -3.2491 1.5008 -2.5572 -0.05
H -2.4687 1.4012 -2.0002 0.01
H -3.5724 0.6021 -2.6787 0.03
O 1.4634 -2.1297 -2.1610 -0.03
H 1.6402 -1.2496 -2.5254 0.04
H 2.3117 -2.5852 -2.2031 0.06
O 2.5832 -3.0155 3.7917 -0.07
H 2.9076 -2.5803 4.5854 0.03
H 1.7390 -2.5811 3.6044 0.00
O -1.9819 1.3030 2.6765 -0.06
H -2.0568 1.3625 1.7133 0.02
H -2.0983 0.3507 2.8740 0.00
O -0.6046 -3.1517 4.7935 -0.06
H -1.3439 -2.5397 4.8872 0.02
H -0.8677 -3.7504 4.0845 0.03
O -2.8908 4.3339 1.6046 -0.07
H -2.3335 4.7215 0.9215 0.01
H -2.3090 3.7175 2.0657 0.01
```



Calculated HOMO energy in order - -7.985; -5.990; -11.152; -8.376 eV
Calculated relative energy (zero: lowest compared OMol25 entry of this formula, charge and spin) in order - 56.9; 12.4; 35.2; 15.3 kcal per mole
Calculated gap between HOMO and LUMO in order - 0.327; 0.309; 0.182; 0.383 hartree